1.
{"formula": "C42H48IN2O4S2Zr", "method": "ωB97M-V with the def2-TZVPD basis set", "max_force_ev_per_a": 3.31, "e_tot_ev": -86530.8737, "total_charge": 3, "homo_energy_ha": -0.5797, "multiplicity": 1, "gap_ev": 6.480, "de_lowest_kj_mol": 88.5, "species": ["Zr", "C", "C", "N", "C", "C", "C", "O", "C", "C", "N", "C", "C", "C", "C", "C", "C", "I", "C", "O", "H", "H", "H", "H", "H", "H", "H", "H", "H", "H", "H", "H", "C", "C", "C", "C", "C", "C", "C", "C", "C", "C", "C", "C", "H", "H", "H", "H", "H", "H", "H", "H", "H", "H", "H", "H", "H", "H", "H", "H", "H", "H", "O", "S", "C", "C", "C", "C", "S", "O", "C", "C", "C", "C", "C", "C", "C", "C", "C", "C", "C", "C", "H", "H", "H", "H", "H", "H", "H", "H", "H", "H", "H", "H", "H", "H", "H", "H", "H", "H"], "positions_angstrom": [[-0.03, -0.51, -0.31], [-4.42, -0.96, 1.06], [-3.65, -0.09, 1.94], [-4.25, 0.53, 2.96], [-3.57, 1.29, 3.82], [-2.24, 1.61, 3.69], [-1.57, 2.35, 4.81], [-1.01, 1.34, 5.67], [-1.46, 0.73, 2.77], [-0.04, 0.90, 2.58], [0.78, 0.21, 1.69], [2.14, 0.03, 2.20], [2.35, -0.47, 3.49], [3.67, -0.64, 3.97], [4.79, -0.23, 3.21], [4.53, 0.22, 1.94], [3.25, 0.27, 1.38], [3.04, 0.50, -0.70], [-2.21, -0.03, 1.83], [-1.59, -0.72, 0.87], [-4.13, -2.03, 1.05], [-4.34, -0.57, 0.03], [-5.49, -0.92, 1.28], [-4.20, 1.75, 4.56], [-2.47, 2.86, 5.27], [-0.82, 3.05, 4.39], [-0.86, 1.68, 6.55], [0.40, 1.74, 3.15], [1.45, -0.69, 4.15], [3.81, -1.01, 4.97], [5.85, -0.41, 3.50], [5.38, 0.55, 1.34], [3.45, -3.59, -1.16], [2.20, -3.44, -0.29], [2.27, -3.47, 1.10], [3.60, -3.51, 1.81], [1.06, -3.61, 1.86], [1.02, -3.80, 3.33], [-0.21, -3.47, 1.23], [-1.45, -3.89, 1.98], [-0.27, -3.17, -0.11], [-1.59, -3.05, -0.89], [0.91, -3.28, -0.92], [0.85, -3.58, -2.41], [3.22, -4.38, -1.90], [4.23, -3.91, -0.45], [3.68, -2.64, -1.72], [4.37, -2.89, 1.39], [4.00, -4.56, 1.74], [3.52, -3.29, 2.86], [0.30, -3.10, 3.79], [1.96, -3.62, 3.78], [0.72, -4.80, 3.68], [-1.20, -4.64, 2.73], [-2.14, -4.24, 1.22], [-1.89, -3.01, 2.52], [-2.47, -2.99, -0.20], [-1.70, -3.96, -1.54], [-1.66, -2.24, -1.66], [-0.10, -3.22, -2.79], [0.92, -4.68, -2.62], [1.68, -3.09, -3.00], [-0.70, 1.48, -0.43], [-0.18, 2.95, -0.11], [0.28, 3.95, -1.81], [0.76, 3.11, -2.98], [-0.37, 2.86, -3.98], [-1.45, 1.85, -3.52], [-1.10, 0.05, -3.66], [-0.24, -0.40, -2.33], [0.14, 0.07, -4.96], [-0.23, 0.17, -6.29], [0.71, 0.30, -7.31], [2.05, 0.22, -6.95], [2.42, -0.08, -5.64], [1.47, -0.01, -4.61], [-1.56, 3.98, 0.36], [-2.82, 3.47, 0.08], [-3.97, 4.19, 0.43], [-3.77, 5.40, 1.03], [-2.52, 5.83, 1.50], [-1.35, 5.13, 1.12], [1.04, 4.63, -1.42], [-0.60, 4.55, -2.11], [1.24, 2.16, -2.64], [1.52, 3.70, -3.54], [0.06, 2.51, -4.91], [-0.91, 3.78, -4.26], [-2.39, 1.99, -4.05], [-1.64, 2.05, -2.49], [-1.28, 0.14, -6.55], [0.46, 0.42, -8.37], [2.74, 0.16, -7.77], [3.39, -0.39, -5.35], [1.73, -0.04, -3.58], [-2.95, 2.51, -0.43], [-4.99, 3.84, 0.21], [-4.56, 6.05, 1.32], [-2.38, 6.74, 2.07], [-0.39, 5.50, 1.44]], "lowdin_charge": [1.75, -0.01, -0.24, 0.17, -0.06, -0.11, -0.20, -0.03, -0.04, 0.00, -0.09, -0.34, -0.01, -0.03, -0.04, -0.14, -0.58, 1.14, -0.22, -0.25, 0.09, 0.10, 0.10, 0.13, 0.15, 0.12, 0.10, 0.15, 0.15, 0.12, 0.14, 0.11, -0.02, -0.19, -0.15, -0.02, -0.14, -0.03, -0.20, 0.01, -0.32, -0.07, -0.22, -0.04, 0.10, 0.08, 0.08, 0.08, 0.13, 0.06, 0.10, 0.05, 0.11, 0.09, 0.08, 0.11, 0.07, 0.13, 0.06, 0.05, 0.13, 0.10, -0.72, 1.09, -0.19, -0.22, -0.20, -0.27, 1.21, -0.74, -0.42, -0.07, -0.02, -0.02, -0.01, -0.09, -0.44, -0.08, -0.04, -0.04, -0.01, -0.05, 0.10, 0.11, 0.06, 0.14, 0.10, 0.14, 0.11, 0.05, 0.12, 0.14, 0.12, 0.11, 0.05, 0.11, 0.13, 0.11, 0.12, 0.11]}

---

2.
{"formula": "C16H15N6RhS5SbSe", "method": "ωB97M-V with the def2-TZVPD basis set", "max_force_ev_per_a": 0.29, "e_tot_ev": -154846.6595, "total_charge": -1, "s2": 6.050, "homo_energy_ha": [-0.1279, -0.1885], "multiplicity": 5, "gap_ev": [5.851, 5.606], "de_lowest_kj_mol": 0.0, "species": ["Rh", "S", "Sb", "S", "S", "S", "Se", "N", "C", "C", "C", "C", "N", "C", "N", "H", "H", "H", "N", "C", "C", "C", "C", "C", "C", "C", "H", "H", "H", "H", "S", "C", "N", "C", "C", "C", "N", "H", "H", "H", "H", "H", "H", "H", "H"], "positions_angstrom": [[0.78, 1.28, -0.85], [-3.06, 4.22, 0.95], [-0.91, 5.00, 1.39], [0.31, 3.69, -0.48], [-0.34, 4.53, -2.13], [0.07, 4.09, 3.25], [-2.90, 0.96, 1.71], [-4.09, 0.96, 0.34], [-3.39, 1.01, -0.78], [-3.88, 1.05, -2.10], [-2.97, 1.12, -3.15], [-1.60, 1.15, -2.91], [-1.10, 1.11, -1.67], [-1.95, 1.03, -0.62], [-1.46, 0.98, 0.61], [-4.94, 1.04, -2.27], [-3.31, 1.16, -4.17], [-0.88, 1.23, -3.71], [1.71, -5.84, -2.57], [1.56, -4.73, -2.30], [1.39, -3.35, -1.96], [0.38, -2.97, -1.08], [0.22, -1.63, -0.75], [1.05, -0.64, -1.28], [2.05, -1.05, -2.17], [2.22, -2.38, -2.51], [-0.28, -3.72, -0.66], [-0.59, -1.34, -0.08], [2.73, -0.32, -2.59], [3.00, -2.68, -3.20], [2.93, 1.44, 0.32], [2.22, 0.53, 1.61], [2.37, -0.80, 1.63], [1.58, -1.71, 2.46], [0.35, -0.98, 2.98], [0.78, 0.36, 3.56], [1.51, 1.12, 2.55], [2.85, -1.17, 0.83], [2.19, -2.09, 3.28], [1.29, -2.55, 1.83], [-0.15, -1.58, 3.74], [-0.35, -0.80, 2.16], [1.41, 0.21, 4.44], [-0.08, 0.97, 3.86], [1.29, 2.11, 2.48]], "mulliken_spin": [1.13, 0.74, 0.08, 0.33, 0.66, 0.11, 0.27, 0.28, -0.01, 0.21, -0.04, 0.17, 0.08, -0.12, 0.18, 0.01, 0.01, 0.03, 0.00, 0.00, 0.00, 0.00, -0.04, 0.02, -0.13, 0.01, 0.00, 0.01, -0.01, 0.00, 0.00, 0.01, 0.00, 0.00, 0.01, 0.00, 0.01, 0.00, 0.00, 0.00, 0.00, -0.01, 0.00, 0.00, 0.00]}